Entry 1:
Below is C4H4BrClFN3O2S as an isolated structure at a distorted geometry, with properties calculated with the ωB97M-V functional and the def2-TZVPD basis.

Computed properties:
Relative energy (zero: lowest compared OMol25 entry of this formula, charge and spin)   0.00 kcal/mol
Gap between HOMO and LUMO   0.3401 Eh
Molecular weight   292.517 g mol⁻¹
LUMO   0.10 eV
E_HOMO   -9.2 eV

The geometry in XYZ format:
```
17
C4H4BrClFN3O2S (the ωB97M-V functional and the def2-TZVPD basis)
C -1.13756 -0.22018 1.64951
C -0.71393 0.28984 0.38376
C -1.20496 -0.49047 -0.57581
C 2.52058 0.11378 0.27205
N -1.88859 -1.24449 1.37632
N -1.94687 -1.42324 0.05138
N -0.90216 -0.45253 -1.91680
O 0.83437 2.26168 1.22010
O 0.67745 1.87322 -1.26380
F 2.06141 -1.18045 0.19024
S 0.64223 1.41996 0.10347
Cl 3.40909 0.56196 -1.08759
Br 3.18671 0.59956 1.96012
H -1.11096 0.13871 2.63642
H -2.46212 -2.25647 -0.45064
H -0.30756 0.38316 -1.91716
H -1.65713 -0.37405 -2.63158
```

Atomic partial charges in e from the natural (NBO) method, atoms 1 to 8:
1 C -0.008
2 C -0.516
3 C 0.350
4 C -0.014
5 N -0.244
6 N -0.350
7 N -0.816
8 O -0.900



Entry 2:
Below is an isolated ion of composition C11H30ClN2OP2Si and charge +1, with properties calculated with the ωB97M-V functional and the def2-TZVPD basis.

Computed properties:
Charge   +1
Relative energy (zero: lowest compared OMol25 entry of this formula, charge and spin)   0.00 kcal/mol
Gap between HOMO and LUMO   0.3807 Eh
Molecular weight   331.861 g mol⁻¹
LUMO   -2.69 eV
SMILES string   CCP(C)[N@@+](CCO[Si](C)(C)C)(C[C@@H](C)Cl)[PH2]=N
E_HOMO   -13.0 eV

The geometry in XYZ format:
```
48
C11H30ClN2OP2Si (the ωB97M-V functional and the def2-TZVPD basis)
C -2.06176 -1.15048 4.37370
C -1.26096 -0.48778 3.22561
P -0.59373 -1.83491 2.17646
C 1.07631 -2.06192 2.89716
N -0.11564 -0.79507 0.66121
C 0.64913 0.45975 1.07347
C 1.30200 1.29546 -0.02089
O 0.33211 2.07747 -0.67079
Si 0.60862 2.69834 -2.22154
C -1.08544 3.16394 -2.83320
C 1.41169 1.42093 -3.31082
C 1.71097 4.18166 -2.07442
C 0.74134 -1.60877 -0.28406
C 0.42626 -3.10205 -0.41699
C -0.96177 -3.48295 -0.90416
Cl 1.65658 -3.65777 -1.60396
P -1.70273 -0.30399 -0.17788
N -1.70020 -0.48762 -1.69593
H -3.13034 -0.96300 4.26693
H -1.75449 -0.74281 5.33674
H -1.92160 -2.23362 4.41215
H -1.90510 0.17151 2.63481
H -0.45467 0.13885 3.61214
H 1.87672 -1.85756 2.18757
H 1.16053 -3.11484 3.18182
H 1.21626 -1.44442 3.78376
H 1.39438 0.15535 1.80806
H -0.07021 1.10507 1.57754
H 2.04242 1.92229 0.48956
H 1.84484 0.67893 -0.74011
H -1.33207 4.20137 -2.60271
H -1.84873 2.54651 -2.34523
H -1.17839 3.00495 -3.90957
H 0.82420 0.50812 -3.42355
H 2.41645 1.14699 -2.97083
H 1.53972 1.87560 -4.29911
H 1.38420 4.81429 -1.24570
H 2.76048 3.92584 -1.91375
H 1.65285 4.76217 -3.00023
H 1.76546 -1.49306 0.07540
H 0.67225 -1.14608 -1.26940
H 0.68844 -3.64056 0.49840
H -1.14740 -3.06281 -1.89045
H -1.73481 -3.13088 -0.21457
H -1.04616 -4.56826 -0.94983
H -2.49575 -1.19526 0.54680
H -1.89914 0.94746 0.40621
H -1.75309 0.36362 -2.23583
```

Atomic partial charges in e from the natural (NBO) method, atoms 1 to 8:
1 C -0.619
2 C -0.765
3 P 1.060
4 C -0.999
5 N -0.751
6 C -0.249
7 C -0.085
8 O -0.892



Entry 3:
Below is one molecule with the formula C3H6N2S2 at a distorted geometry, with properties calculated with the ωB97M-V functional and the def2-TZVPD basis.

Computed properties:
Relative energy (zero: lowest compared OMol25 entry of this formula, charge and spin)   35.72 kcal/mol
Gap between HOMO and LUMO   0.3168 Eh
Molecular weight   134.229 g mol⁻¹
LUMO   0.14 eV
SMILES string   C/C(=N\S)NC=S
E_HOMO   -8.5 eV

The geometry in XYZ format:
```
13
C3H6N2S2 (the ωB97M-V functional and the def2-TZVPD basis)
C -0.12372 -1.33805 0.00281
C -0.34521 0.16700 -0.08378
N -1.48203 0.79065 -0.15377
S -2.84511 -0.31403 -0.04473
N 0.70489 1.07384 -0.00623
C 2.04420 0.79180 0.02229
S 2.96090 -0.54495 -0.10301
H 0.30984 -1.44468 1.07678
H 0.70818 -1.78865 -0.63821
H -1.17540 -1.81184 -0.11553
H -3.83954 0.56253 -0.06931
H 0.40454 2.09869 -0.00169
H 2.67846 1.75771 0.11438
```

Atomic partial charges in e from the natural (NBO) method, atoms 1 to 8:
1 C -0.724
2 C 0.415
3 N -0.579
4 S 0.119
5 N -0.592
6 C -0.096
7 S -0.086
8 H 0.255



Entry 4:
Below is one molecule with the formula C4H8O2, with properties calculated with the ωB97M-V functional and the def2-TZVPD basis.

Computed properties:
Relative energy (zero: lowest compared OMol25 entry of this formula, charge and spin)   28.37 kcal/mol
Gap between HOMO and LUMO   0.3978 Eh
Molecular weight   88.106 g mol⁻¹
LUMO   1.05 eV
SMILES string   CC1OCCO1
E_HOMO   -9.8 eV

The geometry in XYZ format:
```
14
C4H8O2 (the ωB97M-V functional and the def2-TZVPD basis)
C 1.29305 1.23811 0.42479
C -0.18313 0.93277 0.23389
O -0.47898 0.47741 -1.06779
C -0.45728 -0.93572 -1.01706
C -0.95835 -1.23238 0.39421
O -0.57363 -0.08945 1.13519
H 1.48496 1.52564 1.46335
H 1.60667 2.05364 -0.23338
H 1.88841 0.34762 0.19722
H -0.79700 1.82632 0.40732
H -1.11674 -1.31999 -1.79820
H 0.55808 -1.32405 -1.18010
H -0.49396 -2.12124 0.83298
H -2.04926 -1.35279 0.41717
```

Atomic partial charges in e from the natural (NBO) method, atoms 1 to 8:
1 C -0.649
2 C 0.376
3 O -0.520
4 C -0.103
5 C -0.094
6 O -0.532
7 H 0.220
8 H 0.215



Entry 5:
Below is C7H9F2NOSi as an isolated structure at a distorted geometry, with properties calculated with the ωB97M-V functional and the def2-TZVPD basis.

Computed properties:
Relative energy (zero: lowest compared OMol25 entry of this formula, charge and spin)   0.00 kcal/mol
Gap between HOMO and LUMO   0.3493 Eh
Molecular weight   189.237 g mol⁻¹
LUMO   0.18 eV
E_HOMO   -9.3 eV

The geometry in XYZ format:
```
21
C7H9F2NOSi (the ωB97M-V functional and the def2-TZVPD basis)
C 2.97471 -0.58243 -0.18276
C 1.86966 -1.39979 -0.44435
C 2.90971 0.86698 -0.00291
C 1.63694 1.31122 -0.12308
C 0.55055 -0.72745 -0.53672
C -2.44583 -0.96524 1.39702
C -0.78598 1.21145 -0.40660
N 0.54390 0.56703 -0.27620
O -0.53487 -1.27679 -0.81002
F -3.47638 1.29258 -0.11527
F -2.94797 -0.53907 -1.50095
Si -2.27726 0.03242 -0.17585
H 3.93715 -1.11583 -0.19752
H 2.12998 -2.44815 -0.65568
H 3.74612 1.53812 0.13932
H 1.42775 2.42943 -0.06407
H -2.77968 -0.45056 2.26561
H -3.17363 -1.80164 1.35569
H -1.53031 -1.50827 1.42573
H -0.97890 1.53382 -1.36534
H -0.79566 2.03216 0.27396
```

Atomic partial charges in e from the natural (NBO) method, atoms 1 to 8:
1 C -0.131
2 C -0.309
3 C -0.314
4 C 0.078
5 C 0.621
6 C -1.178
7 C -0.681
8 N -0.365